1.
The following is a DFT calculation (ωB97M-V with the def2-TZVPD basis set) of a cluster of 2 separate species, C4H6O8S2 in total in a non-equilibrium geometry.

## Properties
lowest unoccupied orbital energy: 3.81 eV
charge: -2
energy above the lowest of the compared OMol25 structures with the same formula, charge and spin: 384.9 kJ/mol
HOMO-LUMO gap: 4.372 eV
E_HOMO: -0.5607 eV

Geometry (Å):
C (1.11762, 1.04116, 0.47150)
C (4.41883, 0.51523, 0.01726)
C (-0.00940, 0.37222, -0.12777)
C (-1.16571, 0.08284, 0.89460)
O (5.56971, -1.97746, -0.43632)
O (-3.59912, -0.15001, -0.42925)
O (6.27527, -0.65807, 1.50116)
O (6.78538, 0.06022, -0.92111)
O (-2.91130, -1.80573, 1.18298)
O (-1.90147, -1.88157, -0.96737)
O (4.55305, 1.61590, 0.41746)
O (-1.97326, 1.22169, 1.20722)
S (5.93906, -0.64276, 0.06656)
S (-2.51423, -1.02693, 0.04789)
H (1.77138, 1.61697, -0.27165)
H (-0.57414, 0.86300, -1.05395)
H (0.37116, -0.74013, -0.48512)
H (-0.91518, -0.58043, 1.86643)
H (1.29668, 0.89075, 1.54162)
H (-2.72481, 1.25953, 0.59394)

=====

2.
The following is a DFT calculation (ωB97M-V with the def2-TZVPD basis set) of a structure of composition C11H30ClI2N7O12Si.

## Properties
lowest unoccupied orbital energy: -0.06 eV
charge: 0
HOMO-LUMO gap: 9.068 eV
E_HOMO: -9.1267 eV

Geometry (Å):
C (-1.24800, -2.96086, -0.27041)
C (-0.20861, -1.88722, -0.60074)
I (-0.08310, -1.55874, -2.73229)
C (-0.37708, -0.54492, 0.09942)
I (-0.25295, -0.90950, 2.23714)
Si (-1.89463, 0.59494, -0.06514)
Cl (-1.81527, 1.66937, -1.82395)
C (-3.53367, -0.27684, 0.03999)
C (-4.03230, -0.92324, -1.25563)
N (-5.26485, -1.69736, -1.06402)
H (-0.87812, -3.59645, 0.53347)
H (-1.46141, -3.59824, -1.12508)
H (-2.18370, -2.51742, 0.06524)
H (0.78746, -2.26178, -0.38252)
H (0.51065, 0.06260, -0.07478)
H (-1.72750, 1.59786, 0.99935)
H (-4.25343, 0.47239, 0.38413)
H (-3.46985, -1.01414, 0.84830)
H (-3.25699, -1.56139, -1.69055)
H (-4.21506, -0.13315, -1.98789)
H (-5.12086, -2.67650, -1.26996)
H (-5.57621, -1.64470, -0.10254)
C (-2.90185, 0.58550, 5.21879)
N (-3.66985, 1.15685, 4.07817)
O (-3.95277, 2.33350, 4.09859)
O (-3.96167, 0.38558, 3.18344)
H (-2.67414, 1.37164, 5.92772)
H (-3.52154, -0.19612, 5.64912)
H (-2.00167, 0.14856, 4.79534)
C (1.53844, -2.89184, -5.59853)
N (2.26709, -3.85246, -6.46225)
O (1.65877, -4.78686, -6.93973)
O (3.45325, -3.63870, -6.63537)
H (0.49756, -3.19078, -5.55733)
H (2.00584, -2.93910, -4.61909)
H (1.66867, -1.90136, -6.02413)
C (3.73933, -6.62461, -5.26782)
N (3.74068, -6.21671, -3.83658)
O (4.05343, -7.04739, -3.01217)
O (3.42278, -5.07050, -3.57816)
H (4.08590, -7.64916, -5.31850)
H (2.72181, -6.52543, -5.63813)
H (4.39025, -5.94001, -5.80285)
C (-1.31765, 5.40420, 5.08578)
N (-1.48577, 4.57641, 6.31179)
O (-1.40453, 5.12024, 7.39063)
O (-1.70580, 3.39223, 6.14259)
H (-1.13737, 6.42593, 5.39357)
H (-0.47244, 4.99105, 4.54296)
H (-2.22598, 5.28389, 4.50205)
C (5.30661, -1.78193, -4.95180)
N (4.48343, -0.82037, -5.73465)
O (4.88996, -0.46844, -6.81819)
O (3.43530, -0.46275, -5.22978)
H (6.19696, -2.00539, -5.52636)
H (5.53430, -1.30524, -4.00292)
H (4.69614, -2.66615, -4.79080)
C (1.48155, 9.33293, 7.26163)
N (0.79778, 8.30203, 6.43364)
O (1.39164, 7.27147, 6.19864)
O (-0.32262, 8.56635, 6.04617)
H (2.46127, 8.95658, 7.52797)
H (1.53613, 10.23684, 6.66243)
H (0.85628, 9.50481, 8.13260)

=====

3.
The following is a DFT calculation (ωB97M-V with the def2-TZVPD basis set) of a structure of composition C24H55AlN3O3 in a non-equilibrium geometry.

## Properties
lowest unoccupied orbital energy: 2.24 eV
charge: -1
HOMO-LUMO gap: 6.004 eV
E_HOMO: -3.7651 eV

Geometry (Å):
C (1.43715, 2.13792, 4.22809)
C (0.98457, 2.21812, 2.63262)
C (-0.13911, 3.38494, 2.38160)
C (0.37574, 4.67054, 1.50373)
C (1.21952, 4.28936, 0.15002)
C (0.40287, 3.31904, -0.88932)
C (1.15921, 1.85027, -1.06484)
C (0.05182, 0.85966, -1.79045)
C (0.64544, -0.61600, -2.18962)
Al (-0.11762, -2.17393, -1.06369)
C (1.47589, -2.97097, 0.03386)
N (2.31077, -3.93326, -0.82965)
C (-0.79458, -3.76104, -2.23746)
O (-0.68507, -3.50351, -3.68295)
C (0.71251, -3.41137, -4.13171)
C (1.25877, -4.71749, -4.96774)
C (2.12516, -5.63111, -3.87271)
C (-1.50490, -1.58011, 0.33965)
C (-1.94585, -2.89609, 1.24945)
C (-2.88795, -0.98792, -0.32111)
C (-3.19653, 0.44558, 0.44098)
H (1.44191, 3.23823, 4.68744)
H (0.73135, 1.41193, 4.82912)
H (2.53632, 1.68145, 4.22155)
H (1.97461, 2.33670, 2.02045)
H (0.54568, 1.15435, 2.37037)
H (-1.07755, 2.86947, 1.89252)
H (-0.50349, 3.82015, 3.42934)
H (-0.57518, 5.34785, 1.25741)
H (1.07571, 5.35254, 2.18546)
H (1.47059, 5.29286, -0.43862)
H (2.25381, 3.78518, 0.40273)
H (0.42008, 3.84875, -1.94542)
H (-0.73750, 3.18725, -0.57973)
H (1.39386, 1.36190, -0.00150)
H (2.14982, 1.92920, -1.68980)
H (-0.29064, 1.38602, -2.80273)
H (-0.90052, 0.80665, -1.11208)
H (1.80556, -0.58836, -1.97869)
H (0.51095, -0.74267, -3.34534)
H (0.95224, -3.67137, 0.84651)
H (2.12251, -2.14802, 0.55758)
H (2.39246, -4.81672, -0.24959)
H (3.29118, -3.55477, -0.86235)
H (-1.96328, -3.82349, -2.00212)
H (-0.35554, -4.80100, -1.89314)
H (0.76663, -2.47937, -4.87390)
H (1.49375, -3.19471, -3.28747)
H (2.07611, -4.29698, -5.72935)
H (0.41898, -5.34184, -5.50055)
H (2.80652, -6.43882, -4.38665)
H (2.87286, -4.88620, -3.31591)
H (1.37261, -6.12582, -3.09588)
H (-0.95437, -0.84898, 1.07110)
H (-2.28907, -3.79836, 0.56050)
H (-2.81920, -2.56604, 1.95724)
H (-1.07043, -3.29816, 1.91434)
H (-3.78085, -1.73519, -0.09667)
H (-2.75621, -0.83251, -1.48040)
H (-3.57686, 1.28322, -0.29364)
H (-2.25761, 0.89907, 0.99691)
H (-4.01458, 0.26867, 1.25984)
C (-1.04860, -5.46207, 5.14340)
C (-0.36983, -4.15011, 4.86485)
O (-0.75928, -3.38750, 3.98435)
N (0.71158, -3.81336, 5.62463)
C (1.31883, -4.56483, 6.69705)
H (-1.89156, -5.58957, 4.45832)
H (-0.34816, -6.28647, 4.98639)
H (-1.43056, -5.47566, 6.16753)
H (1.11340, -2.91645, 5.37715)
H (1.28701, -3.95149, 7.60084)
H (2.36085, -4.75578, 6.42904)
H (0.81088, -5.51210, 6.88175)
C (0.00733, 6.37698, -3.77049)
C (-0.34625, 7.18518, -2.55338)
O (0.37891, 7.22513, -1.56288)
N (-1.51385, 7.88988, -2.56831)
C (-2.49369, 7.97301, -3.62498)
H (0.96405, 5.87245, -3.60829)
H (-0.75772, 5.61721, -3.95031)
H (0.10552, 7.03281, -4.63950)
H (-1.68171, 8.40826, -1.71376)
H (-2.59228, 9.02224, -3.91379)
H (-3.44868, 7.61793, -3.22998)
H (-2.21719, 7.37964, -4.49727)

=====

4.
The following is a DFT calculation (ωB97M-V with the def2-TZVPD basis set) of the molecule C4H6BrNO in a non-equilibrium geometry.

## Properties
lowest unoccupied orbital energy: 0.32 eV
charge: 0
energy above the lowest of the compared OMol25 structures with the same formula, charge and spin: 149.0 kJ/mol
SMILES: CCO[C@@H](Br)C#N
HOMO-LUMO gap: 11.162 eV
E_HOMO: -10.8388 eV

Geometry (Å):
C (-2.28755, 1.38670, -0.43544)
C (1.68575, -0.57202, -0.28981)
C (0.78802, -0.17012, 0.87710)
C (-1.26164, 0.32193, -0.44954)
N (-3.11851, 2.17375, -0.38592)
O (-0.11805, 0.76819, 0.45967)
Br (-2.09968, -1.27007, 0.25041)
H (0.92825, -0.98276, -0.93209)
H (2.34133, 0.31993, -0.60645)
H (2.39085, -1.43365, -0.16054)
H (1.31539, 0.31279, 1.79665)
H (0.27110, -1.00151, 1.23001)
H (-0.83528, 0.14683, -1.35405)

=====

5.
The following is a DFT calculation (ωB97M-V with the def2-TZVPD basis set) of a cluster of 4 separate species, C22H52N3O6S in total in a non-equilibrium geometry.

## Properties
lowest unoccupied orbital energy: -4.34 eV
charge: +1
HOMO-LUMO gap: 5.420 eV
E_HOMO: -9.7553 eV

Geometry (Å):
C (6.35367, 6.49071, 2.13144)
C (5.48507, 7.20328, 1.63584)
S (4.06066, 8.32864, 1.46076)
C (2.71027, 7.71170, 2.57212)
C (1.81668, 6.58151, 1.87572)
H (7.01671, 5.79703, 2.72823)
H (4.48326, 9.55269, 1.98398)
H (2.04469, 8.59580, 2.79836)
H (3.16217, 7.27292, 3.52012)
H (1.68368, 6.75385, 0.75326)
H (2.26548, 5.54713, 1.99711)
H (0.76522, 6.65418, 2.30912)
C (0.44503, -0.51309, -1.67760)
O (0.25504, -0.87051, -0.31672)
C (1.45806, -1.24813, 0.35158)
C (1.88415, -0.17997, 1.35511)
N (2.35959, 1.02959, 0.68133)
C (2.49080, 2.19237, 1.55753)
C (1.23243, 2.70391, 2.27604)
O (0.25878, 3.28218, 1.41365)
C (-0.58740, 2.34412, 0.76194)
H (-0.53466, -0.45777, -2.15172)
H (0.91670, 0.46952, -1.76266)
H (1.04333, -1.26065, -2.20623)
H (2.26339, -1.48690, -0.35018)
H (1.22660, -2.16134, 0.90732)
H (2.68387, -0.57484, 1.98747)
H (1.02046, 0.03019, 1.99235)
H (1.71207, 1.26919, -0.06020)
H (2.87098, 3.00842, 0.93275)
H (3.26538, 1.98254, 2.30449)
H (1.55170, 3.51442, 2.94121)
H (0.77801, 1.94962, 2.92662)
H (-0.80105, 1.47271, 1.38494)
H (-0.14801, 2.03916, -0.18895)
H (-1.53168, 2.84196, 0.53245)
C (-5.02441, 4.22968, -5.51088)
O (-5.38871, 3.26882, -4.53315)
C (-5.99145, 2.09517, -5.07922)
C (-5.05038, 0.89702, -4.98153)
N (-3.91890, 1.02641, -5.89998)
C (-2.82870, 0.08255, -5.64692)
C (-2.13360, 0.12986, -4.27806)
O (-1.36199, 1.30640, -4.05180)
C (-2.11274, 2.43108, -3.62402)
H (-4.78533, 5.16076, -4.99455)
H (-4.13644, 3.91218, -6.06424)
H (-5.84600, 4.42142, -6.20653)
H (-6.34104, 2.25056, -6.10476)
H (-6.87010, 1.88605, -4.46151)
H (-5.60147, -0.01632, -5.21997)
H (-4.71635, 0.82989, -3.94216)
H (-3.54279, 1.96419, -5.82828)
H (-2.06949, 0.27573, -6.41106)
H (-3.19776, -0.93408, -5.82227)
H (-1.41726, -0.69774, -4.25528)
H (-2.82160, -0.05150, -3.44467)
H (-2.95592, 2.15208, -2.98709)
H (-2.45546, 3.00446, -4.48677)
H (-1.44965, 3.08297, -3.05017)
C (0.10771, -5.12580, 0.75601)
O (1.24562, -4.81518, 1.54564)
C (0.93419, -4.11891, 2.75138)
C (1.12834, -5.01731, 3.97052)
N (0.10725, -6.06201, 4.03519)
C (0.40333, -7.13411, 4.98873)
C (1.68440, -7.95565, 4.78024)
O (1.66761, -8.78967, 3.62932)
C (1.98699, -8.13308, 2.41406)
H (0.45779, -5.44852, -0.22567)
H (-0.46587, -5.94523, 1.19654)
H (-0.53603, -4.25126, 0.62338)
H (-0.06940, -3.68121, 2.72821)
H (1.65038, -3.29345, 2.82189)
H (1.07740, -4.41087, 4.87890)
H (2.13310, -5.44395, 3.90342)
H (0.00550, -6.47967, 3.11795)
H (-0.44381, -7.82554, 4.94862)
H (0.41408, -6.71052, 5.99934)
H (1.76766, -8.63761, 5.63229)
H (2.59163, -7.34156, 4.80241)
H (2.72843, -7.34161, 2.55011)
H (1.08113, -7.73661, 1.95152)
H (2.39894, -8.87449, 1.72634)

=====

6.
The following is a DFT calculation (ωB97M-V with the def2-TZVPD basis set) of a cluster of 12 separate species, C8H34O11 in total in a non-equilibrium geometry.

## Properties
lowest unoccupied orbital energy (alpha / beta): 2.78 / 2.74 eV
charge: -1
energy above the lowest of the compared OMol25 structures with the same formula, charge and spin: 252.8 kJ/mol
multiplicity: 2
HOMO-LUMO gap (alpha / beta): 2.895 / 6.962 eV
E_HOMO (alpha / beta): -0.1189 / -4.2241 eV

Geometry (Å):
C (1.53916, 1.47894, -2.88220)
C (1.03558, 0.10480, -2.69433)
C (0.77559, -0.76892, -3.71116)
C (0.09807, 0.13235, -0.46445)
C (1.00547, -0.45060, -1.31272)
C (-0.53738, -1.02180, 3.23099)
C (-0.79790, -0.79732, 1.70273)
C (0.17880, -0.31383, 1.00187)
H (0.80804, 2.15037, -2.41783)
H (1.74287, 1.74846, -3.91131)
H (2.40011, 1.39718, -2.17209)
H (0.57759, -1.77649, -3.53993)
H (0.68104, -0.48472, -4.68521)
H (-0.65282, 0.67701, -0.80869)
H (1.91729, -0.99844, -1.13416)
H (-0.32789, -0.12071, 3.78144)
H (-1.39209, -1.74395, 3.43464)
H (0.43588, -1.43865, 3.55416)
H (-1.91021, -0.95397, 1.54760)
H (1.24590, -0.20236, 1.33758)
H (-1.64652, 0.94181, 3.23142)
H (-1.62042, 2.47918, 3.73548)
O (-1.12830, 1.75976, 3.40724)
H (-0.73214, -2.39088, -1.62331)
H (-1.62692, -1.61472, -0.63577)
O (-1.25792, -2.45517, -0.83078)
H (2.07468, -3.00029, 0.01189)
H (3.38861, -3.35730, -0.75948)
O (2.72003, -2.67466, -0.61268)
H (-2.50337, 1.25027, -2.77899)
H (-2.62074, -0.26042, -2.48589)
O (-3.00771, 0.63687, -2.12104)
H (-0.09164, 2.56604, 0.12694)
H (-1.13970, 3.37965, 0.08199)
O (-0.81200, 2.69592, -0.48652)
H (3.43888, -0.39234, 0.52334)
H (4.68171, 0.58251, 0.30405)
O (3.86117, 0.49286, 0.60757)
H (0.64114, -2.60994, 1.39007)
H (-0.00268, -3.75809, 0.33921)
O (0.78549, -3.45853, 0.94400)
H (1.78478, 3.04290, 1.58638)
H (2.40653, 2.17937, 0.36622)
O (1.84804, 3.00621, 0.59044)
H (-4.18484, -0.73554, -1.08206)
H (-3.62725, -2.28369, -1.24022)
O (-4.26562, -1.59257, -1.52028)
H (0.82809, 2.10356, 3.20188)
H (2.03230, 0.99601, 3.08324)
O (1.78466, 1.96457, 3.20422)
H (-3.53092, 0.88592, -0.42514)
H (-2.22755, 1.25972, 0.03564)
O (-3.15685, 0.91235, 0.41814)

=====

Calculated values (hartree) of energy for the records, taken in order: -1554.1940; -3067.8667; -1579.6096; -2859.9528; -1882.7557; -1152.6481.